C7H7NO2 as an isolated structure, computed with ωB97M-V/def2-TZVPD.

Each line ends with the Löwdin charge.
Cartesian coordinates (Å):
1 N 3.309 -0.689 -0.538  0.0855
2 C 2.674 0.055 0.372  -0.5111
3 C 1.220 0.045 0.346  0.0905
4 C 0.008 0.056 0.324  0.1156
5 C -1.422 -0.006 0.280  -0.4028
6 C -2.327 -1.236 0.410  -0.0640
7 C -3.341 -0.533 -0.543  -0.0910
8 C -2.393 0.660 -0.616  -0.1900
9 O -2.175 1.128 0.705  0.0398
10 H -1.877 -2.130 -0.037  0.1181
11 H -2.653 -1.452 1.435  0.1177
12 H -3.435 -1.050 -1.505  0.1134
13 H -4.337 -0.308 -0.142  0.1133
14 H -2.215 1.362 -1.432  0.1549
15 O 3.249 1.197 0.321  -0.0493
16 H 3.046 -1.668 -0.555  0.0893
17 H 4.079 0.311 -0.728  0.2702

Computed properties:
Energy   -475.9475 Eh
Molar mass   137.1 g/mol
HOMO energy   -9.54 eV
ΔE to the lowest compared entry with this formula, charge and spin   147.73 kcal per mole
Frontier orbital gap   9.48 eV

A 3-piece molecular cluster, C14H34NO7P overall, computed with ωB97M-V/def2-TZVPD.

Each line ends with the Löwdin charge.
Cartesian coordinates (Å):
1 C -1.357 -1.883 3.460  -0.2690
2 P -1.617 -2.754 1.856  0.9138
3 C -3.327 -2.457 1.286  -0.2748
4 O -0.490 -2.219 0.701  -0.1971
5 C -0.596 -0.955 0.296  -0.7185
6 O -1.513 -0.503 -0.252  0.1555
7 O 0.518 -0.286 0.545  0.0114
8 C 0.341 1.130 0.631  -0.1414
9 C -0.573 1.575 1.778  -0.1302
10 C -1.755 2.443 1.270  -0.2542
11 N -3.082 1.973 1.698  -0.0024
12 H -2.069 -1.079 3.643  0.0269
13 H -1.530 -2.628 4.216  0.0226
14 H -0.365 -1.463 3.560  0.0309
15 H -3.500 -3.044 0.398  0.0367
16 H -3.587 -1.433 1.045  0.0215
17 H -3.970 -2.859 2.055  0.0377
18 H 1.326 1.515 0.847  0.1154
19 H 0.051 1.574 -0.308  0.1191
20 H -0.976 0.718 2.306  0.0877
21 H 0.019 2.140 2.482  0.1066
22 H -1.777 2.481 0.193  0.0957
23 H -1.635 3.425 1.709  0.0995
24 H -3.383 1.206 1.116  0.0463
25 H -3.012 1.654 2.656  0.0566
26 C 3.095 -0.747 1.892  -0.1020
27 O 3.759 0.501 1.749  -0.1929
28 C 4.671 0.778 2.801  -0.2052
29 C 6.102 0.498 2.392  -0.2063
30 O 6.322 -0.884 2.157  -0.1902
31 C 6.318 -1.225 0.782  -0.1102
32 H 2.623 -0.983 0.949  0.0784
33 H 3.791 -1.550 2.148  0.0908
34 H 2.321 -0.673 2.664  0.0879
35 H 4.411 0.206 3.697  0.1267
36 H 4.578 1.842 3.040  0.1244
37 H 6.766 0.796 3.209  0.1249
38 H 6.369 1.087 1.509  0.1259
39 H 7.255 -0.909 0.310  0.0882
40 H 5.474 -0.776 0.254  0.0834
41 H 6.239 -2.309 0.709  0.0891
42 C -2.718 2.247 -3.734  -0.1092
43 O -1.622 1.389 -3.992  -0.1888
44 C -1.702 0.156 -3.286  -0.2086
45 C -2.191 -0.966 -4.176  -0.1975
46 O -3.537 -0.766 -4.586  -0.1896
47 C -3.649 -0.257 -5.903  -0.1140
48 H -2.705 3.039 -4.482  0.0886
49 H -3.672 1.719 -3.797  0.0852
50 H -2.620 2.702 -2.741  0.0821
51 H -2.340 0.255 -2.408  0.1079
52 H -0.692 -0.085 -2.942  0.1239
53 H -2.164 -1.901 -3.608  0.1257
54 H -1.537 -1.080 -5.046  0.1263
55 H -3.454 -1.049 -6.634  0.0875
56 H -2.963 0.575 -6.076  0.0834
57 H -4.670 0.098 -6.037  0.0880

Computed properties:
Energy   -1476.5129 Eh
Molar mass   359.4 g/mol
HOMO energy   -8.49 eV
ΔE to the lowest compared entry with this formula, charge and spin   12.32 kcal per mole
SMILES string   CP(C)OC(=O)OCCCN.COCCOC.COCCOC
Frontier orbital gap   9.17 eV

A 11-piece molecular cluster, C14H43N15O20P overall, computed with ωB97M-V/def2-TZVPD.

Each line ends with the Löwdin charge.
Cartesian coordinates (Å):
1 N 0.909 1.888 3.450  -0.3297
2 P 0.646 2.108 1.866  0.7670
3 C -0.540 0.694 1.291  -0.4051
4 C -1.279 -0.111 2.522  -0.1403
5 C -0.422 -1.406 3.089  -0.1673
6 N -0.109 -2.260 1.840  0.0336
7 C 0.863 -1.350 1.062  -0.1295
8 N 2.229 -1.557 1.070  0.0339
9 N 3.047 -0.651 0.357  0.0706
10 N 0.215 -0.194 0.317  0.0116
11 H 1.940 1.773 3.630  -0.0285
12 H 0.051 3.418 1.667  0.0091
13 H 1.898 2.123 1.101  0.0066
14 H -1.415 1.220 0.675  0.1316
15 H -1.512 0.595 3.441  0.1014
16 H -2.275 -0.574 2.054  0.1300
17 H 0.640 -0.973 3.421  0.1145
18 H -0.961 -2.009 3.934  0.1213
19 H 0.440 -3.089 2.182  0.1160
20 H 2.620 -2.355 1.631  0.1188
21 H 3.300 0.066 1.103  0.1127
22 H 3.933 -1.141 0.045  0.1326
23 H -0.421 -0.504 -0.443  0.1062
24 C -3.119 -0.694 -1.997  0.0556
25 N -3.701 0.293 -1.048  -0.4101
26 O -3.836 1.455 -1.450  0.0457
27 O -4.007 -0.126 0.075  0.0499
28 H -2.899 -0.189 -2.940  0.1017
29 H -2.204 -1.084 -1.546  0.0725
30 H -3.858 -1.484 -2.146  0.1158
31 C 4.497 -2.143 4.667  0.0621
32 N 4.491 -2.460 3.213  -0.4026
33 O 5.282 -1.838 2.495  0.0827
34 O 3.692 -3.325 2.835  0.0164
35 H 5.244 -1.370 4.857  0.1076
36 H 3.498 -1.788 4.931  0.1034
37 H 4.747 -3.061 5.204  0.1141
38 C 0.875 -4.919 -1.144  0.0349
39 N -0.451 -4.627 -1.752  -0.4082
40 O -1.328 -5.492 -1.642  0.0830
41 O -0.575 -3.537 -2.324  0.0141
42 H 0.840 -5.906 -0.678  0.0978
43 H 1.617 -4.896 -1.945  0.0687
44 H 1.072 -4.147 -0.398  0.0812
45 C -1.551 3.158 5.541  -0.0021
46 N -2.134 4.145 6.490  -0.4190
47 O -2.268 5.306 6.087  0.0586
48 O -2.440 3.726 7.612  0.0436
49 H -1.331 3.663 4.597  0.0847
50 H -0.637 2.767 5.992  0.0902
51 H -2.290 2.368 5.392  0.0769
52 C 1.193 -1.815 -4.327  0.0347
53 N 0.513 -0.917 -5.299  -0.4055
54 O 1.231 -0.268 -6.068  0.0420
55 O -0.723 -0.889 -5.261  0.0572
56 H 2.273 -1.740 -4.472  0.0967
57 H 0.915 -1.486 -3.323  0.0861
58 H 0.848 -2.833 -4.521  0.0972
59 C 4.149 -7.734 -2.740  0.0548
60 N 3.566 -6.748 -1.791  -0.4016
61 O 3.432 -5.586 -2.194  0.0167
62 O 3.260 -7.167 -0.669  0.0651
63 H 4.369 -7.230 -3.683  0.1014
64 H 5.063 -8.125 -2.289  0.1086
65 H 3.410 -8.525 -2.889  0.1089
66 C -1.766 -0.670 7.783  0.0635
67 N -1.861 -0.516 6.307  -0.3727
68 O -2.238 -1.499 5.658  0.0469
69 O -1.554 0.588 5.840  -0.0021
70 H -2.064 -1.686 8.053  0.1016
71 H -0.728 -0.484 8.068  0.1074
72 H -2.439 0.062 8.235  0.1124
73 C -5.107 4.126 -1.764  0.0220
74 N -5.787 5.024 -2.736  -0.4201
75 O -5.069 5.673 -3.505  0.0419
76 O -7.023 5.052 -2.698  0.0600
77 H -4.027 4.202 -1.909  0.0910
78 H -5.385 4.455 -0.760  0.1061
79 H -5.452 3.109 -1.958  0.0821
80 C 3.378 1.895 -5.029  0.0439
81 N 4.517 1.318 -4.266  -0.4236
82 O 5.656 1.555 -4.684  0.0688
83 O 4.235 0.644 -3.269  0.0114
84 H 3.771 2.462 -5.877  0.1043
85 H 2.758 1.065 -5.374  0.0622
86 H 2.825 2.549 -4.352  0.1051
87 C -3.505 7.154 -6.323  0.0317
88 N -2.407 7.982 -5.756  -0.4256
89 O -1.657 7.443 -4.934  0.0412
90 O -2.329 9.151 -6.152  0.0520
91 H -3.453 6.153 -5.888  0.0857
92 H -4.449 7.638 -6.066  0.1039
93 H -3.361 7.112 -7.404  0.1004

Computed properties:
Energy   -3225.3330 Eh
Molar mass   772.6 g/mol
Total charge   +1
HOMO energy   -11.60 eV
Frontier orbital gap   7.35 eV

C34H41CaN7O4S2Si as an isolated structure, computed with ωB97M-V/def2-TZVPD.

Each line ends with the Löwdin charge.
Cartesian coordinates (Å):
1 Ca 0.052 -0.181 0.709  1.1341
2 C 2.050 1.345 -4.020  -0.2070
3 C 2.977 2.545 -3.514  -0.2336
4 N 3.142 2.594 -2.110  -0.1009
5 C 2.951 3.795 -1.308  -0.2764
6 C 1.497 4.107 -0.994  -0.4619
7 S 0.328 2.725 -0.763  0.8810
8 C -0.792 2.744 -2.244  -0.4160
9 C -0.241 2.091 -3.531  -0.2676
10 N 0.800 1.099 -3.290  -0.0781
11 H 2.645 0.437 -4.014  0.0953
12 H 1.827 1.505 -5.119  0.1047
13 H 2.599 3.520 -3.899  0.1094
14 H 3.984 2.313 -3.941  0.0968
15 H 2.980 1.717 -1.652  0.1009
16 H 3.444 4.631 -1.842  0.1083
17 H 3.474 3.696 -0.346  0.1068
18 H 1.107 4.728 -1.804  0.0611
19 H 1.343 4.687 -0.061  0.0607
20 H -1.087 3.773 -2.432  0.0591
21 H -1.662 2.209 -1.863  0.0357
22 H 0.122 2.892 -4.171  0.0937
23 H -1.148 1.626 -4.006  0.1215
24 H 0.472 0.156 -3.321  0.0928
25 O 2.403 -0.233 0.918  -0.2313
26 C 3.404 -0.093 1.697  -0.3713
27 C 4.558 -0.980 1.645  -0.0252
28 C 5.649 -0.758 2.440  -0.1406
29 C 5.728 0.301 3.372  -0.1638
30 C 4.654 1.120 3.521  -0.0904
31 C 3.504 0.941 2.705  -0.0806
32 C 2.396 1.891 2.832  -0.2641
33 N 1.169 1.837 2.269  0.0587
34 C 0.465 2.911 2.756  -0.1862
35 C 1.242 3.649 3.608  -0.1030
36 N 2.469 2.970 3.657  0.0737
37 H 4.529 -1.833 0.974  0.0903
38 H 6.540 -1.340 2.235  0.0822
39 H 6.647 0.413 3.984  0.0857
40 H 4.752 1.937 4.230  0.0852
41 H -0.590 3.027 2.480  0.0909
42 H 1.001 4.591 4.048  0.0773
43 H 3.289 3.241 4.167  0.1161
44 O -3.069 -0.709 -2.861  -0.3347
45 S -2.789 -0.798 -1.430  0.5974
46 O -2.643 0.400 -0.643  -0.3478
47 N -1.270 -1.468 -1.196  -0.1543
48 C -0.874 -2.580 -1.829  -0.2965
49 C -1.744 -3.622 -2.308  -0.0242
50 C -1.228 -4.821 -2.825  -0.1048
51 C 0.132 -4.957 -3.125  -0.0886
52 C 1.041 -3.921 -2.743  -0.1719
53 C 2.441 -4.074 -2.891  -0.0462
54 C 3.283 -3.173 -2.240  -0.0721
55 C 2.696 -2.173 -1.440  -0.1354
56 N 1.385 -1.975 -1.358  0.1180
57 C 0.540 -2.766 -2.032  -0.1749
58 C -4.056 -1.777 -0.720  -0.2909
59 C -5.376 -1.541 -1.089  -0.0757
60 C -6.360 -2.392 -0.635  -0.1039
61 C -6.043 -3.449 0.231  -0.1084
62 C -4.749 -3.639 0.672  -0.0739
63 C -3.797 -2.695 0.308  -0.0555
64 H -2.794 -3.505 -2.124  0.0779
65 H -1.809 -5.698 -2.944  0.0757
66 H 0.514 -5.903 -3.544  0.0899
67 H 2.795 -4.916 -3.515  0.1056
68 H 4.378 -3.146 -2.397  0.0965
69 H 3.315 -1.544 -0.815  0.0707
70 H -5.588 -0.664 -1.720  0.1210
71 H -7.396 -2.280 -0.963  0.0932
72 H -6.839 -4.128 0.560  0.0950
73 H -4.537 -4.487 1.326  0.1125
74 H -2.843 -2.643 0.833  0.0907
75 C -3.915 2.112 2.327  -0.1903
76 Si -2.636 0.868 2.954  0.2649
77 C -2.053 1.494 4.661  -0.2020
78 C -3.449 -0.829 3.292  -0.1714
79 O -1.355 0.740 1.922  -0.6339
80 H -4.691 2.279 3.120  0.0238
81 H -4.378 1.632 1.473  -0.0006
82 H -3.507 3.081 2.022  0.0139
83 H -2.656 1.186 5.535  0.0057
84 H -1.983 2.605 4.674  0.0123
85 H -1.052 1.089 4.886  0.0225
86 H -3.720 -0.968 4.355  0.0138
87 H -2.693 -1.586 3.025  -0.0120
88 H -4.338 -1.064 2.693  0.0071
89 N -0.687 -3.445 2.540  -0.1733
90 C -0.275 -2.497 1.976  -0.3889

Computed properties:
Energy   -3768.1426 Eh
Molar mass   744.0 g/mol
Total charge   -2
HOMO energy   -2.11 eV
ΔE to the lowest compared entry with this formula, charge and spin   0.00 kcal per mole
Frontier orbital gap   6.24 eV

A 2-piece molecular cluster, C3H4N2O2 overall, computed with ωB97M-V/def2-TZVPD.

Each line ends with the Löwdin charge.
Cartesian coordinates (Å):
1 C 0.022 0.778 1.220  -0.1065
2 N 0.056 0.245 -0.142  -0.1365
3 N -1.413 0.121 -0.751  0.1912
4 C -0.603 0.979 -1.135  -0.1987
5 O 0.608 -1.979 -1.823  0.1680
6 C 0.758 -2.156 -0.679  -0.4485
7 O 0.931 -2.423 0.444  0.1734
8 H -0.640 1.644 1.346  0.0744
9 H -0.307 -0.027 1.883  0.0790
10 H 1.045 1.051 1.496  0.0818
11 H -0.447 1.771 -1.858  0.1223

Computed properties:
Energy   -376.6232 Eh
Molar mass   100.1 g/mol
HOMO energy   -9.78 eV
ΔE to the lowest compared entry with this formula, charge and spin   88.22 kcal per mole
SMILES string   CN1C=N1.O=C=O
Frontier orbital gap   10.62 eV

C22H28F10N4OPtSSi as an isolated structure, computed with ωB97M-V/def2-TZVPD.

Each line ends with the Löwdin charge.
Cartesian coordinates (Å):
1 Pt 0.044 0.042 -0.229  0.9167
2 C 4.814 0.061 0.110  -0.1624
3 Si 3.094 0.079 0.854  0.3723
4 C 2.613 1.857 1.234  -0.1913
5 C 3.159 -0.780 2.526  -0.1686
6 N 1.969 -0.564 -0.298  -0.2660
7 C 2.242 -1.740 -0.988  -0.3197
8 C 2.991 -2.790 -0.431  -0.0618
9 C 3.292 -3.946 -1.130  -0.0923
10 C 2.834 -4.123 -2.428  -0.1037
11 C 2.082 -3.115 -3.013  -0.0291
12 C 1.813 -1.968 -2.301  -0.2411
13 F 1.092 -1.007 -2.940  -0.0226
14 H 5.557 0.430 0.820  0.0294
15 H 4.856 0.679 -0.789  0.0311
16 H 5.100 -0.955 -0.171  0.0235
17 H 1.661 1.888 1.768  0.0097
18 H 3.366 2.313 1.882  0.0322
19 H 2.537 2.457 0.323  0.0116
20 H 3.755 -1.694 2.503  0.0236
21 H 2.150 -1.041 2.854  0.0213
22 H 3.604 -0.124 3.280  0.0272
23 H 3.300 -2.698 0.603  0.0857
24 H 3.869 -4.724 -0.647  0.1016
25 H 3.053 -5.028 -2.978  0.0962
26 H 1.704 -3.200 -4.023  0.1148
27 C -0.593 4.444 0.829  -0.0599
28 N -0.253 3.214 0.152  -0.0500
29 C 0.048 3.100 -1.141  -0.7298
30 S 0.485 1.594 -1.816  0.7411
31 N 0.025 4.214 -1.890  -0.0335
32 C 0.336 4.270 -3.308  -0.0831
33 H -0.805 4.213 1.869  0.0929
34 H -1.482 4.903 0.390  0.0919
35 H 0.231 5.164 0.815  0.0923
36 H -0.143 2.356 0.675  0.0518
37 H -0.068 5.092 -1.408  0.1207
38 H 0.181 3.289 -3.747  0.0491
39 H 1.372 4.567 -3.476  0.0918
40 H -0.329 4.982 -3.793  0.0872
41 F -1.544 -2.405 -1.065  0.1347
42 C -1.182 -3.258 -0.093  -0.5427
43 F -0.059 -3.856 -0.488  0.1842
44 F -2.140 -4.196 -0.029  0.1643
45 C -0.979 -2.518 1.272  -0.3089
46 O -0.264 -1.378 1.213  -0.2494
47 C -2.394 -2.268 1.908  -0.5348
48 F -2.321 -1.340 2.868  0.1526
49 F -2.939 -3.363 2.453  0.1677
50 F -3.269 -1.806 0.991  0.1485
51 C -0.201 -3.487 2.227  -0.5476
52 F 1.092 -3.516 1.918  0.1722
53 F -0.307 -3.061 3.497  0.1638
54 F -0.659 -4.749 2.187  0.1613
55 C -6.128 1.537 0.174  -0.0351
56 C -4.661 1.245 0.075  -0.2529
57 C -4.076 0.890 -1.137  -0.0023
58 C -2.732 0.583 -1.190  -0.1190
59 N -1.950 0.612 -0.105  -0.1357
60 C -2.499 0.952 1.064  -0.1392
61 C -3.834 1.278 1.191  -0.0087
62 H -6.483 2.077 -0.703  0.0834
63 H -6.357 2.123 1.063  0.0804
64 H -6.689 0.603 0.236  0.0941
65 H -4.665 0.839 -2.043  0.1211
66 H -2.247 0.299 -2.114  0.1070
67 H -1.840 0.919 1.921  0.1175
68 H -4.227 1.532 2.166  0.1227

Computed properties:
Energy   -2955.1990 Eh
Molar mass   809.7 g/mol
HOMO energy   -6.84 eV
ΔE to the lowest compared entry with this formula, charge and spin   0.00 kcal per mole
Frontier orbital gap   6.72 eV

C10H5Cl3N4S3 in the gas phase, computed with ωB97M-V/def2-TZVPD.

Each line ends with the Löwdin charge.
Cartesian coordinates (Å):
1 Cl -4.421 -3.025 -2.904  0.7279
2 Cl -1.270 -2.644 -4.486  0.6754
3 Cl -2.654 1.027 0.433  0.6454
4 N 2.307 -0.851 2.682  -0.2450
5 N 1.862 0.786 1.023  -0.0423
6 N 0.534 -0.845 -2.761  0.1109
7 S 2.778 -1.648 1.262  1.0347
8 S 2.704 0.062 -1.353  1.0276
9 S 0.842 1.467 3.192  0.8564
10 C 1.751 0.317 2.308  -0.8574
11 C 2.551 -0.198 0.365  -0.8935
12 C 1.118 -0.183 -1.760  -0.6499
13 C -3.447 -1.115 -1.436  -0.1029
14 C -3.154 -1.998 -2.479  -0.7376
15 C -1.836 -1.884 -3.018  -0.5678
16 C -2.445 -0.152 -0.875  -0.5169
17 C -0.872 -0.996 -2.476  -0.2449
18 C -1.137 -0.217 -1.382  -0.3015
19 N 0.019 0.386 -1.058  0.1028
20 C 2.088 2.675 3.883  -0.3675
21 H -4.439 -0.912 -0.933  0.1198
22 H 0.180 0.909 -0.224  0.0909
23 H 2.889 2.284 4.503  0.0258
24 H 2.410 3.240 2.949  0.0437
25 H 1.641 3.516 4.545  0.0658

Computed properties:
Energy   -3178.1606 Eh
Molar mass   383.7 g/mol
HOMO energy   -8.57 eV
ΔE to the lowest compared entry with this formula, charge and spin   61.58 kcal per mole
SMILES string   CSc1nsc(Sc2nc3c(Cl)c(Cl)cc(Cl)c3[nH]2)n1
Frontier orbital gap   7.45 eV

Which of these has the highest energy? C3H4N2O2